A single HNO molecule at a distorted geometry. Source: the Open Molecules 2025 dataset; level of theory: the ωB97M-V functional and the def2-TZVPD basis.

The calculation puts the maximum force at 6.14 eV/Å. As for the expectation value of S²: 2.0090. As for the LUMO energy (spin up / spin down): 1.494 / -1.272 eV. The value obtained for the orbital gap (spin up / spin down) is 11.2722 / 12.0090 eV. The spin multiplicity is 3.

Geometry (Å):
H -0.2207 -0.0717 -0.0704
N -0.0705 -0.0707 0.9056
O 1.0793 0.2067 1.4634